No. 1
C26H35BaO2 | the ωB97M-V functional and the def2-TZVPD basis

XYZ file:
```
64
Properties=species:S:1:pos:R:3:mulliken_charge:R:1
O 2.07285 -0.61640 -1.81080 -0.31
C 2.84481 -0.10040 -2.97087 -0.34
C 3.04653 -1.49186 -3.56653 -0.47
H 3.74786 0.36421 -2.57556 0.06
H 2.24794 0.58952 -3.58353 0.33
C 2.33380 -1.98888 -2.29051 1.51
H 4.08634 -1.82309 -3.59066 -0.11
H 2.52787 -1.65378 -4.52511 0.33
C 3.33654 -2.67239 -1.38048 -1.45
H 4.28372 -2.10394 -1.42070 0.35
H 3.49413 -3.69976 -1.75633 0.36
H 3.01544 -2.71550 -0.31401 0.15
C 1.06930 -2.74947 -2.61209 -1.64
H 0.48162 -2.18366 -3.34759 0.36
H 0.45829 -2.94372 -1.72267 0.19
H 1.34518 -3.72036 -3.05298 0.45
Ba 1.00983 0.90490 0.12182 1.33
C -2.01496 0.60968 -0.62405 -0.30
C -1.76525 1.95792 -1.01031 0.20
C -0.90502 1.94001 -2.14055 -1.57
H -2.19572 2.85099 -0.55654 0.27
C -0.64817 0.58571 -2.47298 0.06
C -1.32684 -0.23849 -1.53208 -0.75
H -1.35395 -1.32778 -1.55385 0.23
H -2.66243 0.28749 0.19076 0.38
H -0.54451 2.81341 -2.69209 0.35
H -0.10428 0.24126 -3.35744 0.48
C -0.71047 -0.81915 2.31690 0.05
C -0.69463 -1.77354 1.27380 -1.01
C 0.64107 -2.20133 1.08304 -0.10
H -1.56289 -2.17146 0.75267 0.46
C 1.45694 -1.52811 2.03496 -1.07
C 0.62015 -0.67192 2.79924 -0.73
H 0.92677 -0.08195 3.66288 0.38
H -1.59174 -0.33626 2.72468 0.42
H 0.97187 -2.98578 0.40237 0.64
H 2.51804 -1.72102 2.20921 0.33
O 5.72042 -0.36621 -3.21315 -0.24
C 6.23408 -1.33926 -4.17527 -0.49
C 7.53334 -0.81788 -4.81822 -0.53
H 5.49549 -1.47448 -4.98859 0.32
H 6.35245 -2.31415 -3.66623 0.34
C 7.59791 0.67888 -4.38947 -0.46
H 7.46873 -0.92595 -5.91206 0.27
H 8.36961 -1.41820 -4.43581 0.25
C 6.42884 0.87641 -3.39478 -0.50
H 7.42366 1.32443 -5.25849 0.25
H 8.55479 0.93757 -3.91172 0.27
H 5.67559 1.62618 -3.72877 0.27
H 6.80716 1.20653 -2.41285 0.29
C -0.88655 2.77763 2.24457 -1.72
C -2.05806 2.38586 2.90691 1.21
C -2.02162 1.85872 4.24083 -0.60
C -3.17900 1.45726 4.88548 -0.30
C -4.42159 1.53083 4.22731 -0.52
C -4.48906 2.05095 2.92236 -0.52
C -3.34588 2.49074 2.27656 -0.39
H -0.93536 3.59801 1.51634 0.26
H 0.06249 2.51452 2.72393 0.40
H -1.04527 1.81498 4.73596 0.22
H -3.12188 1.08930 5.91545 0.32
H -5.32303 1.19667 4.74352 0.33
H -5.46278 2.11181 2.42837 0.34
H -3.41898 2.92140 1.27497 0.16
```

Properties
Net charge = -1
Spin multiplicity = 1
Calculated total energy = -32316.358 eV
Kohn-Sham gap = 0.1216 Ha
HOMO level = -0.0639 Ha
Relative energy (zero: lowest compared OMol25 entry of this formula, charge and spin) = 0.0 kJ/mol


No. 2
C44H60NO22 | the ωB97M-V functional and the def2-TZVPD basis

XYZ file:
```
127
Properties=species:S:1:pos:R:3:mulliken_charge:R:1
C -0.28235 -0.57983 1.23740 -0.54
N 1.09065 -0.25383 1.71640 1.24
C 1.53665 -1.34283 2.63640 -0.67
C 2.02065 0.02717 0.53040 -2.47
C 0.89365 0.95617 2.59440 1.00
C 2.28265 1.45817 3.20240 -0.70
O 2.26465 2.66117 3.90840 -0.45
H -0.45435 -1.56183 0.75640 -0.27
H -0.58035 0.13217 0.66240 0.95
H -1.06535 -0.54483 2.00240 -0.18
H 2.45965 -1.18483 3.08040 0.56
H 1.50965 -2.16083 1.98140 0.32
H 0.76865 -1.62583 3.39740 -0.05
H 1.84965 -0.76383 -0.00360 1.17
H 3.01065 -0.09483 0.98240 0.22
H 1.75965 0.92217 0.12040 0.82
H 0.45965 0.63217 3.31640 -0.07
H 0.43565 1.80917 2.20040 -0.33
H 2.80165 1.79617 2.22440 0.05
H 3.00065 0.65517 3.76040 0.21
H 2.21465 2.47217 4.83740 0.36
C 2.66665 -0.94983 -4.07660 -0.99
C 1.17565 -1.03583 -3.57960 0.27
C 0.17265 -1.63783 -4.51360 1.25
O -1.02735 -1.56983 -4.25160 -0.66
C 0.55965 -2.14583 -5.78960 -1.03
C 2.09465 -2.21583 -6.24360 0.48
C 3.11865 -1.59683 -5.28060 0.19
O 4.26965 -1.44783 -5.53960 -0.61
O 2.60265 -2.90883 -7.25460 -0.47
O 0.70765 -0.53883 -2.41860 0.72
H 3.28665 -0.33883 -3.52060 0.72
H -0.25935 -2.69883 -6.33360 0.33
H 1.81365 -3.24083 -7.68360 0.39
H -0.17035 -0.50783 -2.37460 -0.34
C 2.51465 -4.20783 -2.27760 -0.60
C 2.79965 -5.01083 -3.48260 -0.08
C 1.76265 -5.78483 -4.09960 0.97
O 1.90765 -6.45983 -5.05860 -0.58
C 0.41465 -5.65683 -3.48160 -0.88
C 0.20765 -4.86683 -2.18160 0.59
C 1.24565 -4.20783 -1.60560 0.41
O 1.14265 -3.45183 -0.67960 -0.52
O -1.07635 -4.60883 -1.75960 -0.15
O 3.99165 -5.10283 -4.06760 -0.53
H 3.47265 -3.62983 -1.86960 0.19
H -0.47935 -5.76483 -3.94660 0.46
H -1.66935 -5.06583 -2.41360 0.28
H 3.75965 -5.61283 -4.75360 0.31
C -2.20935 0.48217 4.76440 -0.71
C -1.72135 -0.90183 5.23740 -0.07
C -2.53635 -1.91983 5.10840 1.21
O -2.21035 -3.01483 5.48340 -0.62
C -3.82835 -1.89483 4.41640 -0.66
C -4.28235 -0.53583 3.88840 0.02
C -3.59435 0.65117 4.19540 1.01
O -4.05735 1.78117 4.04640 -0.67
O -5.41535 -0.30283 3.22640 -0.58
O -0.46535 -1.00083 5.82540 -0.57
H -1.75035 1.36617 4.79340 0.56
H -4.38135 -2.92983 4.08540 0.32
H -5.43235 0.60817 2.95040 0.38
H -0.24535 -1.91183 5.74440 0.36
C 1.11565 1.53817 -5.95760 -0.77
C 2.60565 1.83017 -6.51660 0.01
C 3.59865 2.44317 -5.63660 1.02
O 4.78265 2.53317 -5.88360 -0.59
C 3.09965 2.86617 -4.31060 -1.63
C 1.71265 2.52117 -3.75560 0.61
C 0.61865 1.90117 -4.60260 0.93
O -0.59035 1.70217 -4.25360 -0.62
O 1.29165 2.70417 -2.47960 -0.01
O 2.94565 1.46017 -7.78160 -0.54
H 0.58965 1.05917 -6.89660 0.25
H 3.66865 3.05617 -3.61260 0.88
H 1.91265 2.89717 -1.69860 0.30
H 3.91365 1.69517 -7.88460 0.38
C -2.01435 3.09117 -1.45660 -0.67
C -2.31935 3.05717 0.12840 0.52
O -1.61635 2.51017 0.88240 -0.19
C -3.48535 3.97317 0.57340 -1.54
H -1.56335 2.06017 -1.76860 -0.10
H -1.14535 3.89617 -1.52760 0.21
H -2.85635 3.46517 -1.92760 0.71
H -3.96635 3.44917 1.29040 0.28
H -4.36735 4.15017 0.01440 0.47
H -3.08735 5.02617 0.77240 0.28
C -2.61535 -4.70883 2.09740 -0.57
C -1.09635 -4.53683 2.29540 1.05
O -0.57935 -3.52883 2.77340 -0.41
C -0.29635 -5.87483 2.07440 -1.56
H -3.05335 -5.81183 2.49740 0.38
H -2.94135 -4.82183 0.96440 0.17
H -3.11035 -3.91183 2.56240 -0.21
H 0.79465 -5.81683 2.02640 0.42
H -0.28635 -6.27383 1.07140 0.39
H -0.43335 -6.68783 2.83840 0.35
C 1.16665 4.35417 0.90540 -0.26
C 2.60965 4.23317 0.52640 0.77
O 2.95665 3.44217 -0.35260 -0.75
C 3.50165 5.13617 1.28840 -1.57
H 0.48465 3.73517 0.41140 -0.47
H 0.67165 5.24817 0.98640 0.91
H 1.28265 4.12317 1.91940 -0.10
H 3.20465 5.34517 2.27640 0.39
H 3.49465 6.10217 0.73640 0.42
H 4.53565 4.84917 1.16240 0.42
C -1.08835 3.77717 4.57540 -0.40
C -0.76935 5.21917 4.25840 0.68
O -0.81935 5.80217 3.16740 -0.56
C -0.26935 5.92117 5.61540 -1.30
H -2.05035 3.79917 5.11140 0.48
H -0.36435 3.38217 5.29640 0.38
H -0.93635 3.19717 3.65640 -0.36
H 0.44365 5.30517 6.19040 0.33
H -1.06435 6.40717 6.29740 0.31
H 0.27365 6.81817 5.42340 0.42
C -3.18735 -2.36583 -0.22960 -1.03
C -3.05835 -0.88683 -0.88260 0.42
O -2.13935 -0.61783 -1.51960 -0.41
C -4.10935 0.15717 -0.44960 -1.09
H -3.41435 -2.35983 0.79140 0.15
H -2.17435 -2.88683 -0.48860 -0.03
H -3.93035 -2.68183 -0.77960 0.91
H -3.98135 0.38417 0.62840 -0.03
H -5.25135 -0.41483 -0.72160 0.38
H -4.09635 0.94217 -1.08460 0.50
```

Properties
Net charge = +1
Spin multiplicity = 1
Calculated total energy = -93107.552 eV
Kohn-Sham gap = 0.2007 Ha
HOMO level = -0.3709 Ha
Relative energy (zero: lowest compared OMol25 entry of this formula, charge and spin) = 76.3 kJ/mol


No. 3
C5H6O2 | the ωB97M-V functional and the def2-TZVPD basis

XYZ file:
```
13
Properties=species:S:1:pos:R:3:mulliken_charge:R:1
C 0.60654 1.40691 1.85321 -0.44
C -0.77577 -0.45122 0.31566 -0.60
O 0.26904 0.52131 0.10749 -0.24
C 0.25462 1.05883 -1.13297 0.12
O -0.52168 0.73147 -1.98259 -0.44
C -0.42279 -1.72348 -0.31814 -0.42
C -0.15345 -2.78060 -0.82551 0.17
H 1.69726 1.26729 1.73403 0.19
H -0.81803 -0.45162 1.39913 0.40
H 0.44890 2.40377 1.39758 0.15
H -1.70339 -0.05282 -0.09948 0.30
H 1.05539 1.80422 -1.19283 0.39
H 0.06336 -3.73407 -1.25559 0.41
```

Properties
Spin multiplicity = 1
Calculated total energy = -9370.613 eV
Kohn-Sham gap = 0.3505 Ha
HOMO level = -0.3324 Ha
Relative energy (zero: lowest compared OMol25 entry of this formula, charge and spin) = 625.4 kJ/mol


No. 4
C3H5NO2 | the ωB97M-V functional and the def2-TZVPD basis

XYZ file:
```
11
Properties=species:S:1:pos:R:3:mulliken_charge:R:1
H 0.70817 -1.45607 1.40336 0.22
N 0.46540 -0.58961 0.92106 -0.51
C -0.75246 -0.51483 0.57703 0.11
C -1.21473 0.59535 -0.31615 -1.00
H -1.49024 -1.28928 0.81730 0.35
H -0.99946 0.24087 -1.32896 0.25
H -0.63812 1.50882 -0.15887 0.28
H -2.28248 0.80393 -0.25044 0.34
O 2.96736 -0.44633 -0.06506 -0.43
C 2.13334 0.18746 -0.58217 0.82
O 1.43269 0.86161 -1.23390 -0.43
```

Properties
Spin multiplicity = 1
Structure (SMILES) = [H]/N=C/C.O=C=O
Calculated total energy = -8777.277 eV
Kohn-Sham gap = 0.4112 Ha
HOMO level = -0.3798 Ha
Relative energy (zero: lowest compared OMol25 entry of this formula, charge and spin) = 40.3 kJ/mol


No. 5
CF7I2N2O11S5V | the ωB97M-V functional and the def2-TZVPD basis

XYZ file:
```
29
Properties=species:S:1:pos:R:3:mulliken_charge:R:1
V 0.22812 -0.17554 -0.47894 0.87
I -2.19787 -1.88967 -0.48860 0.18
I 2.69603 1.06192 -0.15219 -0.21
C -0.05969 2.16278 3.54020 0.62
F 1.18460 2.15904 3.20129 -0.21
F -0.11628 2.19815 4.87999 -0.23
F -0.66925 3.20678 3.10702 -0.21
S -0.88277 0.57038 2.76721 1.05
O -0.56971 -0.56159 3.62576 -0.65
O -2.35479 0.82182 2.81648 -0.67
O -0.33880 0.41923 1.39732 -0.06
N 1.17379 -1.91704 -0.26863 0.22
S 1.62461 -3.05398 -1.51537 0.73
O 0.64787 -4.07187 -1.91669 -0.49
O 2.99808 -3.13823 -1.89938 -0.47
F 1.09075 -1.80402 -2.42548 -0.26
S 1.94906 -2.88283 0.70792 0.82
O 3.41278 -2.56618 0.87751 -0.53
O 1.49767 -4.25578 0.93073 -0.56
F 1.37269 -2.24275 2.06741 -0.25
N -0.67157 1.11391 -1.66171 0.12
S -1.60234 1.00730 -3.18873 0.89
O -1.04279 1.78229 -4.28817 -0.54
O -3.05046 0.76379 -3.15769 -0.47
F -0.96362 -0.38979 -3.67525 -0.23
S -1.31567 2.50665 -1.44113 0.96
O -2.65445 2.52058 -0.84494 -0.55
O -0.97570 3.62666 -2.31957 -0.57
F -0.41029 3.02798 -0.19636 -0.28
```

Properties
Net charge = -1
Spin multiplicity = 4
Calculated total energy = -141624.009 eV
Kohn-Sham gap (alpha / beta) = 0.2353 / 0.1785 Ha
HOMO level (alpha / beta) = -0.2594 / -0.2636 Ha


No. 6
C35H30BrClN3O2PPd | the ωB97M-V functional and the def2-TZVPD basis

XYZ file:
```
74
Properties=species:S:1:pos:R:3:mulliken_charge:R:1
Pd 0.50521 -0.34268 -0.09955 -0.12
Cl 2.88086 -0.40352 -0.87751 0.06
C 3.50465 1.21783 -1.16838 0.65
C 4.83759 1.35156 -1.46829 -0.62
C 5.31913 2.63691 -1.72219 -0.57
C 4.47436 3.73848 -1.66612 -0.85
C 3.12998 3.57688 -1.37270 -0.77
C 2.62462 2.29552 -1.10299 -0.45
P 0.92557 2.09695 -0.63098 1.77
C -0.02571 3.43458 -1.20935 0.53
C -0.08273 3.64038 -2.61342 -0.42
C -0.69946 4.76609 -3.10682 -0.83
C -1.30082 5.66614 -2.22213 -0.41
C -1.25618 5.46252 -0.83609 -0.89
C -0.65780 4.33724 -0.31962 -0.04
C 0.84861 1.93457 1.14142 0.98
C 2.01071 2.12165 1.93277 -0.97
C 1.90118 2.11789 3.30009 -0.85
C 0.65482 1.90135 3.91549 -0.62
C -0.49391 1.71484 3.15829 -0.88
C -0.40557 1.71073 1.77806 0.29
H 5.49298 0.49251 -1.52489 0.56
H 6.36393 2.76599 -1.97446 0.47
H 4.86508 4.72932 -1.85587 0.48
H 2.47944 4.44042 -1.32932 0.51
H 0.35879 2.92151 -3.29431 0.51
H -0.73116 4.94916 -4.17241 0.50
H -1.81927 6.53295 -2.61322 0.48
H -1.67017 6.20759 -0.16951 0.49
H -0.61618 4.19108 0.75121 0.44
H 2.96419 2.32973 1.46517 0.55
H 2.77216 2.31623 3.91182 0.55
H 0.58976 1.90621 4.99704 0.52
H -1.45364 1.59718 3.64401 0.58
H -1.30568 1.61142 1.19115 0.47
O -5.82683 -2.61877 -1.19090 -0.49
C -5.62733 -1.25358 -1.42901 -0.60
C -4.17906 -0.96195 -1.18445 0.23
C -3.69109 0.34234 -1.09082 -1.47
C -2.35650 0.54926 -0.82864 0.16
N -1.48793 -0.46918 -0.68529 0.41
C -1.93292 -1.73650 -0.84946 0.31
C -3.26585 -2.00791 -1.07033 -0.52
C -0.87652 -2.74491 -0.81475 0.07
C -1.06322 -4.08562 -1.06903 -0.47
C 0.01753 -4.96490 -1.05237 0.15
C -0.19465 -6.42399 -1.30646 -0.58
O -1.50314 -6.58917 -1.77328 -0.49
C 1.28239 -4.43910 -0.78833 -1.24
C 1.42439 -3.09424 -0.54541 0.07
N 0.36441 -2.26154 -0.56000 0.09
H -6.75590 -2.85126 -1.31290 0.34
H -6.24299 -0.60902 -0.79122 0.40
H -5.85464 -0.97104 -2.46722 0.36
H -4.34558 1.19493 -1.22017 0.55
H -1.96489 1.55454 -0.75338 0.35
H -3.62773 -3.02291 -1.16051 0.76
H -2.04352 -4.47549 -1.30694 0.73
H -0.02119 -6.95255 -0.35706 0.35
H 0.56673 -6.78716 -2.00627 0.42
H -1.65585 -7.50520 -2.03650 0.34
H 2.16422 -5.06708 -0.77373 0.53
H 2.39729 -2.68618 -0.33164 0.51
Br 1.06099 -3.16315 6.02478 0.04
C 0.92826 -2.38396 4.36257 -0.09
C -0.31054 -2.27582 3.72373 -0.82
C -0.37112 -1.68730 2.48198 -0.50
N 0.72683 -1.21103 1.87219 1.06
C 1.92288 -1.30904 2.47252 -0.43
C 2.06113 -1.88800 3.71590 -0.90
H -1.21280 -2.64798 4.18987 0.56
H -1.31455 -1.58626 1.95970 0.59
H 2.78344 -0.91689 1.94687 0.56
H 3.04052 -1.95959 4.16957 0.55
```

Properties
Net charge = +4
Spin multiplicity = 1
Calculated total energy = -140639.578 eV
Kohn-Sham gap (alpha / beta) = 0.1695 / 0.1783 Ha
HOMO level (alpha / beta) = -0.7110 / -0.7105 Ha
Relative energy (zero: lowest compared OMol25 entry of this formula, charge and spin) = 538.0 kJ/mol